1.
Computed, not measured: C4H9N3O as an isolated structure at a distorted geometry, with ωB97M-V/def2-TZVPD.

Each line ends with the natural charge from an NBO analysis.
Positions of all 17 atoms, in Å:
1 C 0.75038 -0.60115 -1.39867  -0.079
2 N -0.64444 -0.55315 0.95502  -0.662
3 C -0.05085 0.73664 1.13834  0.524
4 C -0.79457 -0.19180 -0.39018  0.171
5 N 1.34750 0.71916 1.20998  -0.878
6 C -1.93920 -0.14270 -1.07552  -0.434
7 O 1.28069 -1.75093 -0.84532  -0.726
8 N -0.66294 1.78786 1.61659  -0.664
9 H 2.17570 -1.54698 -0.53030  0.482
10 H 0.07546 -1.27411 1.01025  0.392
11 H 1.67287 1.68177 1.16827  0.387
12 H 1.64283 0.33647 2.10574  0.382
13 H -1.66413 1.57582 1.64140  0.338
14 H 1.45200 0.22676 -1.47568  0.185
15 H 0.26145 -0.80362 -2.34630  0.166
16 H -2.64447 0.67464 -0.97411  0.201
17 H -2.25831 -0.87468 -1.80950  0.214

2S+1	1
energy above the lowest of the compared OMol25 structures with the same formula, charge and spin	139.86	kcal/mol
E_tot	-397.12777	Ha

***

2.
Computed, not measured: C37H63ClF8I2N7O3 as an isolated structure at a distorted geometry, with ωB97M-V/def2-TZVPD.

Each line ends with the Mulliken charge.
Positions of all 121 atoms, in Å:
1 C -0.83958 -4.87609 -3.32773  -0.801
2 C 0.68586 -4.52386 -3.45771  -0.188
3 C 1.32969 -4.24163 -2.07039  -1.043
4 C 1.24701 -2.76217 -1.58587  -0.153
5 C -0.05551 -2.01589 -1.97556  -0.360
6 N 0.05570 -0.61417 -1.57647  0.716
7 Cl -0.58383 -0.22790 -0.03811  0.049
8 C 0.61672 0.39735 -2.22925  -0.505
9 N 0.69042 1.64349 -1.74119  -0.527
10 C 1.35192 2.39586 -2.65539  -0.546
11 N 1.66215 3.71250 -2.50433  0.137
12 C 0.78085 4.64615 -3.25819  -0.710
13 C -0.57488 4.04629 -3.72332  -0.655
14 N 1.62995 1.58599 -3.67056  1.460
15 C 2.34702 2.11552 -4.80726  -1.388
16 I 1.35601 2.49821 -6.81185  0.092
17 C 3.67917 2.34685 -4.62100  0.300
18 C 4.39899 2.05629 -3.30220  -0.881
19 I 4.87789 3.14393 -6.19326  0.136
20 N 1.18855 0.33029 -3.46855  0.693
21 C 1.36987 -0.69517 -4.47266  -0.694
22 C 0.05328 -0.87846 -5.33707  -0.816
23 O -0.85670 0.10510 -4.90416  -0.101
24 C -2.19834 -0.30551 -5.05124  -1.071
25 C -3.05281 0.57700 -4.08161  1.158
26 F -2.20525 1.14808 -3.18578  -0.275
27 F -3.61108 1.59858 -4.76514  -0.345
28 C -4.08583 -0.22681 -3.24327  0.260
29 F -4.35615 0.51641 -2.14756  -0.354
30 F -3.50669 -1.35018 -2.76586  -0.236
31 C -5.39651 -0.62633 -4.01157  0.700
32 F -5.59325 -1.94484 -3.79386  -0.290
33 F -5.29865 -0.46925 -5.33410  -0.297
34 C -6.61915 0.11082 -3.38729  0.149
35 F -6.96232 -0.48370 -2.23262  -0.238
36 F -7.66569 -0.07072 -4.23029  -0.281
37 H -1.01886 -5.30748 -2.33048  0.316
38 H -1.18068 -5.52013 -4.14691  0.358
39 H -1.43054 -3.93963 -3.34972  -0.023
40 H 1.17980 -5.35787 -3.98332  0.470
41 H 0.77255 -3.65124 -4.13409  -0.005
42 H 0.92181 -4.95240 -1.33590  0.470
43 H 2.40570 -4.47558 -2.17407  0.302
44 H 2.12265 -2.22919 -1.99939  0.259
45 H 1.35777 -2.74721 -0.48793  0.403
46 H -0.86789 -2.47243 -1.38690  0.906
47 H -0.34571 -2.12331 -3.02861  -0.960
48 H 1.75913 3.96321 -1.52891  0.365
49 H 0.55928 5.51453 -2.61720  0.469
50 H 1.30846 5.02849 -4.14645  0.246
51 H -1.22494 4.90603 -3.97304  0.485
52 H -0.42086 3.50485 -4.66839  0.041
53 H -1.10756 3.47374 -2.95368  0.158
54 H 5.47975 1.91720 -3.44928  0.594
55 H 3.97820 1.10744 -2.91806  0.054
56 H 4.20777 2.83710 -2.55141  0.211
57 H 2.18229 -0.48595 -5.18261  0.640
58 H 1.64933 -1.63429 -3.97265  0.253
59 H -0.32746 -1.91061 -5.19508  0.394
60 H 0.31342 -0.79954 -6.40947  0.463
61 H -2.34504 -1.38487 -4.85910  0.415
62 H -2.56059 -0.10390 -6.07464  0.297
63 H -6.47531 1.19108 -3.25234  0.306
64 C -2.44857 -1.71667 7.09199  -1.727
65 C -1.70105 -1.59546 5.73441  1.820
66 C -2.09590 -0.31595 4.96733  -0.684
67 C -3.34477 -0.39961 4.09077  -0.642
68 C -3.35492 -1.68447 3.26938  -0.893
69 C -3.17953 -2.92223 4.14948  1.799
70 N -1.92929 -2.84990 4.96010  0.425
71 O -0.91994 -3.02239 4.15186  -0.573
72 C -4.43080 -3.05758 5.04110  -2.053
73 C -3.20994 -4.18437 3.28216  -1.801
74 C -0.23579 -1.40228 6.15183  -1.760
75 H -3.21759 -2.48356 7.10925  0.371
76 H -1.76895 -1.99757 7.89725  0.470
77 H -2.91993 -0.77481 7.37893  0.293
78 H -1.26693 -0.03152 4.30905  -0.302
79 H -2.21016 0.51210 5.66948  0.458
80 H -4.24785 -0.31968 4.70075  0.287
81 H -3.36677 0.45994 3.41546  0.480
82 H -4.29254 -1.74898 2.71154  0.428
83 H -2.56016 -1.63562 2.51587  0.036
84 H -4.35120 -3.92710 5.69619  0.380
85 H -5.32026 -3.19279 4.42380  0.425
86 H -4.62994 -2.18375 5.65792  0.440
87 H -2.45217 -4.17302 2.49846  0.317
88 H -4.17652 -4.28119 2.78643  0.419
89 H -3.05997 -5.07805 3.89060  0.451
90 H 0.16322 -2.29376 6.63759  0.508
91 H -0.16011 -0.57392 6.85872  0.434
92 H 0.41023 -1.15935 5.30736  0.242
93 C 3.65153 2.51819 4.78895  -1.503
94 C 4.37136 2.63573 3.42179  1.758
95 C 3.97384 3.92605 2.66487  -1.496
96 C 2.70780 3.85455 1.81573  -0.837
97 C 2.67381 2.57230 0.99134  -0.571
98 C 2.85960 1.32776 1.86931  2.248
99 N 4.11688 1.37814 2.66040  0.396
100 O 5.18802 1.20306 1.75349  -0.517
101 C 1.62815 1.20120 2.78099  -2.962
102 C 2.80967 0.06780 0.99587  -1.541
103 C 5.85041 2.81717 3.80649  -1.849
104 H 2.87750 1.75734 4.81978  0.281
105 H 4.34434 2.23070 5.58019  0.467
106 H 3.19397 3.46444 5.08436  0.273
107 H 4.78955 4.20633 1.98996  0.394
108 H 3.88213 4.75351 3.37160  0.452
109 H 1.81789 3.93918 2.44493  0.357
110 H 2.67769 4.71701 1.14289  0.447
111 H 1.72480 2.51129 0.45120  0.154
112 H 3.45490 2.61926 0.22130  0.308
113 H 1.71224 0.32864 3.43172  0.665
114 H 0.72717 1.07655 2.17746  0.196
115 H 1.44853 2.07466 3.40380  0.534
116 H 3.56000 0.07704 0.19871  0.527
117 H 1.83710 -0.02684 0.50930  -0.078
118 H 2.96416 -0.82915 1.60011  0.597
119 H 6.25246 1.92220 4.28469  0.476
120 H 5.95062 3.64473 4.50957  0.421
121 H 6.48073 3.05467 2.94598  0.368

2S+1	3
⟨S²⟩	2.01
total charge	+1
E_tot	-3910.65957	Ha

***

3.
Computed, not measured: C5H20F4HfN10O5 as an isolated structure at a distorted geometry, with ωB97M-V/def2-TZVPD.

Each line ends with the natural charge from an NBO analysis.
Positions of all 45 atoms, in Å:
1 Hf -6.06404 -23.67258 -23.01206  2.745
2 F -4.25023 -25.10891 -22.63960  -0.802
3 F -4.63438 -23.07314 -24.70324  -0.789
4 F -7.68754 -23.14886 -24.60514  -0.782
5 F -7.45091 -25.30116 -22.18009  -0.781
6 C -8.64940 -21.82023 -21.07638  0.807
7 O -7.88135 -22.49192 -21.76186  -0.664
8 N -9.20578 -20.66614 -21.51026  -0.829
9 N -8.95046 -22.18598 -19.82651  -0.838
10 H -10.02202 -20.33550 -21.02705  0.385
11 H -9.12925 -20.57266 -22.51243  0.420
12 H -8.59493 -23.06965 -19.49935  0.421
13 H -9.34379 -21.55873 -19.14806  0.386
14 C -5.79037 -24.31168 -19.46402  0.819
15 O -5.82896 -23.80266 -20.56600  -0.652
16 N -5.29568 -25.54768 -19.17974  -0.820
17 N -6.23957 -23.69541 -18.34224  -0.855
18 H -5.35217 -25.83207 -18.22162  0.377
19 H -4.66282 -25.99516 -19.82241  0.434
20 H -6.12677 -23.99032 -17.38930  0.388
21 H -6.58749 -22.75076 -18.33732  0.399
22 C -6.52846 -20.26389 -23.98442  0.801
23 O -6.15376 -21.15749 -23.22348  -0.695
24 N -6.42171 -18.94460 -23.72572  -0.837
25 N -7.33100 -20.55920 -25.03493  -0.855
26 H -5.83275 -18.64759 -22.96894  0.404
27 H -6.73601 -18.31553 -24.43965  0.388
28 H -7.47891 -21.57367 -25.11172  0.474
29 H -7.91033 -19.81688 -25.37476  0.371
30 C -3.01253 -22.23081 -21.94224  0.813
31 O -4.21961 -22.41193 -21.99744  -0.691
32 N -2.46636 -20.99367 -21.89270  -0.832
33 N -2.13205 -23.20353 -22.28306  -0.836
34 H -3.04530 -20.20253 -21.68228  0.401
35 H -1.48319 -20.88144 -22.04835  0.386
36 H -2.58678 -24.11141 -22.37072  0.463
37 H -1.14039 -23.07347 -22.30386  0.380
38 C -6.38616 -26.19220 -25.78746  0.803
39 O -6.34517 -25.60820 -24.70223  -0.654
40 N -5.76278 -25.79234 -26.93010  -0.842
41 N -6.96629 -27.37929 -25.86520  -0.813
42 H -5.66752 -26.37348 -27.73948  0.380
43 H -5.22538 -24.94132 -26.88686  0.432
44 H -7.45049 -27.85779 -25.13024  0.422
45 H -6.86202 -27.81355 -26.76591  0.368

2S+1	1
energy above the lowest of the compared OMol25 structures with the same formula, charge and spin	23.39	kcal/mol
E_tot	-1574.17454	Ha

***

4.
Computed, not measured: C6H9InN2O4 as an isolated structure at a distorted geometry, with ωB97M-V/def2-TZVPD.

Each line ends with the Mulliken charge.
Positions of all 22 atoms, in Å:
1 C -2.17137 0.77405 -0.96573  -0.907
2 C -1.40061 0.98027 0.36147  0.379
3 O -1.99412 1.46659 1.26473  -0.345
4 N 0.01025 0.59310 0.63865  0.269
5 C 0.13645 -0.60603 1.44005  0.577
6 C 0.82356 -1.94125 1.05082  -1.256
7 O -0.33002 -0.56466 2.53468  -0.400
8 C 0.94458 0.75959 -0.44343  -0.461
9 N 0.87805 -0.09162 -1.56143  -0.260
10 C 0.84089 2.40251 -0.90656  0.399
11 O 0.05378 2.74393 -1.73407  -0.207
12 O 1.63729 3.12966 -0.24486  -0.270
13 H -3.15488 0.33854 -0.72110  0.401
14 H -2.30006 1.76413 -1.43764  0.311
15 H -1.68665 0.11522 -1.70114  0.264
16 H 1.92765 -1.87153 0.96323  0.451
17 H 0.56930 -2.68397 1.85827  0.376
18 H 0.41411 -2.38571 0.11977  0.501
19 H 1.96279 0.67252 -0.02028  0.712
20 H 0.16675 -0.81551 -1.46382  0.325
21 H 1.75310 -0.62110 -1.58873  0.363
22 In 0.95129 -4.15574 2.52213  0.779

2S+1	1
total charge	+2
E_tot	-833.71542	Ha

***

5.
Computed, not measured: the molecule CH2NP3 at a distorted geometry, with ωB97M-V/def2-TZVPD.

Each line ends with the natural charge from an NBO analysis.
Positions of all 7 atoms, in Å:
1 C 0.96083 -0.96268 1.52117  -0.508
2 P 0.98483 0.61358 1.35773  0.605
3 P 0.32722 1.80945 -0.25550  -0.266
4 P -0.78527 0.27981 -1.25148  0.977
5 N -1.22162 -1.14411 -1.29504  -0.961
6 H 0.90419 -1.79388 2.17705  0.229
7 H -1.17019 1.19783 -2.25394  -0.076

2S+1	1
energy above the lowest of the compared OMol25 structures with the same formula, charge and spin	118.27	kcal/mol
E_tot	-1117.88922	Ha